[1]
ORCA calculation (ωB97M-V with the def2-TZVPD basis set) on the molecule C7H6Cl4Si in a non-equilibrium geometry.

```
18
C7H6Cl4Si ωB97M-V with the def2-TZVPD basis set
Cl -1.729 -3.325 1.177
C -1.301 -2.697 -0.376
C -0.683 -1.346 -0.273
C -0.405 -0.519 -1.366
C 0.216 0.706 -1.185
C 0.543 1.156 0.081
Si 1.364 2.749 0.380
Cl 1.827 2.914 2.426
Cl 3.180 2.808 -0.650
Cl 0.110 4.288 -0.218
C 0.286 0.368 1.166
C -0.358 -0.856 0.995
H -0.604 -3.375 -0.891
H -2.228 -2.621 -0.946
H -0.663 -0.859 -2.335
H 0.491 1.333 -2.007
H 0.510 0.727 2.149
H -0.556 -1.450 1.874
```

As for the net charge: 0. As for the energy relative to the best compared isomer or geometry (same formula, charge and spin): 0.0 kcal/mol. The SMILES is ClCc1ccc([Si](Cl)(Cl)Cl)cc1. The orbital gap is 0.3798 hartree. As for the multiplicity: 1. The HOMO energy is -9.85 eV.

These are the Löwdin partial charges, in e, on atoms 1 to 8: number 1, Cl, carries 0.65; number 2, C, carries -0.57; number 3, C, carries -0.28; number 4, C, carries -0.02; number 5, C, carries -0.09; number 6, C, carries -0.40; number 7, Si, carries -0.49; number 8, Cl, carries 0.30


[2]
ORCA calculation (ωB97M-V with the def2-TZVPD basis set) on a cluster of 2 separate species, C2H2N2O3 in total in a non-equilibrium geometry.

```
9
C2H2N2O3 ωB97M-V with the def2-TZVPD basis set
C -1.668 0.847 1.519
C 0.519 -0.026 -0.537
N 1.380 -0.652 -1.158
N 1.659 -1.529 -1.910
O 2.497 -1.335 -2.901
O -1.218 0.044 2.329
O -2.159 1.928 1.789
H 0.607 0.143 0.526
H -1.616 0.580 0.343
```

As for the net charge: -2. As for the energy relative to the best compared isomer or geometry (same formula, charge and spin): 28.5 kcal/mol. The orbital gap (spin up / spin down) is 0.1564 / 0.2778 hartree. As for the multiplicity: 3. As for the expectation value of S²: 2.0398. The HOMO energy (spin up / spin down) is 2.84 / -0.50 eV.

These are the Löwdin partial charges, in e, on atoms 1 to 8: number 1, C, carries -0.80; number 2, C, carries -0.09; number 3, N, carries -0.22; number 4, N, carries -0.32; number 5, O, carries -0.32; number 6, O, carries -0.16; number 7, O, carries -0.16; number 8, H, carries -0.01